[1]
Below is a structure of composition C8H6F6N5O4S4V, with properties calculated with wB97M-V/def2-TZVPD.

HOMO (alpha / beta) = -14.74 / -14.75 eV
Energy = -109352.634 eV
LUMO energy (alpha / beta) = -8.494 / -7.602 eV
<S²> = 2.01

```
! wB97M-V def2-TZVPD RIJCOSX def2/J DEFGRID3
* xyz 2 3
V -0.206 -0.123 -0.042
F -0.032 4.556 -2.095
C -0.925 3.606 -2.142
F -1.962 3.868 -1.388
F -1.267 3.300 -3.363
S -0.118 2.057 -1.411
O -1.106 0.909 -1.491
O 0.174 2.133 0.032
N 1.124 1.839 -2.295
S 2.161 0.697 -1.884
O 1.425 -0.366 -1.095
O 2.910 0.227 -2.976
C 3.315 1.466 -0.601
F 2.802 1.230 0.608
F 4.481 0.893 -0.719
F 3.380 2.759 -0.819
N 0.277 1.507 3.066
C -0.181 0.262 3.046
N -0.449 -0.416 1.917
C -0.926 -1.716 2.200
C -0.996 -1.999 3.508
S -0.492 -0.648 4.468
C -1.258 -2.543 1.046
C -1.808 -3.767 1.001
S -2.002 -4.289 -0.636
C -1.328 -2.808 -1.198
N -0.984 -1.981 -0.208
N -1.177 -2.526 -2.489
H 0.362 2.046 2.218
H 0.461 1.978 3.937
H -1.311 -2.912 3.985
H -2.118 -4.401 1.815
H -1.445 -3.185 -3.202
H -0.782 -1.652 -2.794
*
```

Results of the natural (NBO) charge analysis, in e, for atoms 1 through 8: V 1.614; F -0.251; C 0.867; F -0.260; F -0.251; S 2.112; O -0.892; O -0.929



[2]
Below is a structure of composition C8H6INO at a distorted geometry, with properties calculated with wB97M-V/def2-TZVPD.

HOMO (alpha / beta) = -7.91 / -7.91 eV
Energy = -20026.991 eV
LUMO energy (alpha / beta) = -1.581 / -1.580 eV

```
! wB97M-V def2-TZVPD RIJCOSX def2/J DEFGRID3
* xyz 0 1
C 1.923 1.891 0.209
C -2.538 -0.722 0.122
C -1.489 -1.668 0.291
C -2.109 0.618 0.135
C -0.178 -1.203 0.365
C -0.889 1.067 0.152
C 0.201 0.152 0.263
C 1.590 0.581 0.260
N 2.054 3.017 0.104
O 3.350 -0.944 -1.626
I 3.183 -0.625 0.350
H -3.648 -0.907 0.310
H -1.743 -2.642 0.528
H -2.965 1.367 0.111
H 0.544 -1.993 0.391
H -0.667 2.067 0.153
H 3.382 -0.055 -2.118
*
```

Results of the natural (NBO) charge analysis, in e, for atoms 1 through 8: C 0.197; C -0.216; C -0.194; C -0.197; C -0.217; C -0.214; C -0.055; C -0.498



[3]
Below is a cluster of 2 separate species, C8H6N2O2 in total at a distorted geometry, with properties calculated with wB97M-V/def2-TZVPD.

HOMO (alpha / beta) = -9.02 / -9.02 eV
Energy = -15466.429 eV
LUMO energy (alpha / beta) = -0.791 / -0.796 eV
Structure (SMILES) = c1ccc2c(c1)CN=N2.O=C=O

```
! wB97M-V def2-TZVPD RIJCOSX def2/J DEFGRID3
* xyz 0 1
C 2.255 1.049 -0.153
C 1.280 1.692 -0.963
C 1.976 -0.044 0.581
C -0.007 1.204 -1.009
C 0.743 -0.608 0.495
C -0.224 -0.026 -0.437
C -3.827 0.499 0.261
C 0.218 -1.976 0.820
N -1.042 -2.056 0.203
N -1.211 -0.905 -0.630
O -4.493 -0.421 0.217
O -3.305 1.525 0.316
H 3.313 1.225 -0.237
H 1.483 2.758 -1.353
H 2.739 -0.611 1.161
H -0.830 1.784 -1.450
H 0.878 -2.740 0.376
H 0.054 -2.349 1.805
*
```

Results of the natural (NBO) charge analysis, in e, for atoms 1 through 8: C -0.199; C -0.204; C -0.206; C -0.194; C -0.004; C 0.048; C 1.031; C -0.361



[4]
Below is the molecule C8H6N2O3S at a distorted geometry, with properties calculated with wB97M-V/def2-TZVPD.

HOMO = -9.48 eV
Energy = -28347.896 eV
LUMO energy = -1.527 eV

```
! wB97M-V def2-TZVPD RIJCOSX def2/J DEFGRID3
* xyz 0 1
C -0.146 -0.913 2.397
C 0.954 -0.851 1.467
C -1.420 -0.418 2.035
C 0.756 -0.228 0.294
C -1.622 0.129 0.775
C -0.484 0.322 -0.081
C -0.516 0.840 -1.394
C 1.858 3.133 -4.482
N 0.630 0.742 -2.118
N 0.684 1.575 -3.064
O 0.539 3.402 -4.468
O 2.358 2.879 -5.523
O -1.369 1.638 -1.928
S -0.520 2.580 -3.337
H -0.016 -1.214 3.527
H 1.904 -1.139 1.937
H -2.253 -0.501 2.674
H 1.483 -0.111 -0.478
H -2.551 0.414 0.410
H 2.468 3.231 -3.514
*
```

Results of the natural (NBO) charge analysis, in e, for atoms 1 through 8: C -0.140; C -0.234; C -0.236; C -0.143; C -0.123; C -0.173; C 0.572; C 0.647



[5]
Below is a structure of composition C8H6N2O5Pd at a distorted geometry, with properties calculated with wB97M-V/def2-TZVPD.

HOMO (alpha / beta) = -17.02 / -16.94 eV
Energy = -25069.182 eV
LUMO energy (alpha / beta) = -8.319 / -10.664 eV
<S²> = 2.01

```
! wB97M-V def2-TZVPD RIJCOSX def2/J DEFGRID3
* xyz 2 3
O 2.735 -2.378 -5.021
C 2.238 -1.947 -4.110
Pd 0.814 -0.708 -1.494
O 2.183 1.944 -2.519
C 1.658 1.025 -2.092
C 0.139 -2.587 -1.208
O -0.187 -3.681 -1.146
C 2.530 -1.201 -0.553
O 3.544 -1.522 -0.141
C -0.742 -0.355 -2.737
O -1.542 -0.217 -3.527
C -2.396 0.451 2.400
N -1.089 0.947 1.999
C -0.411 1.990 2.752
C -0.527 0.458 0.968
N -0.019 0.017 0.035
H -2.613 1.029 3.281
H -2.355 -0.616 2.644
H -3.145 0.640 1.624
H 0.538 1.628 3.162
H -0.249 2.880 2.135
H -1.105 2.205 3.546
*
```

Results of the natural (NBO) charge analysis, in e, for atoms 1 through 8: O -0.375; C 0.446; Pd 0.777; O -0.288; C 0.512; C 0.512; O -0.289; C 0.512



[6]
Below is a cluster of 2 separate species, C8H6NO3P in total at a distorted geometry, with properties calculated with wB97M-V/def2-TZVPD.

HOMO (alpha / beta) = 1.34 / 1.35 eV
Energy = -25311.857 eV
LUMO energy (alpha / beta) = 5.962 / 5.962 eV

```
! wB97M-V def2-TZVPD RIJCOSX def2/J DEFGRID3
* xyz -2 1
C 1.714 1.984 0.653
C -2.569 -0.649 -0.387
C -2.001 0.237 -1.298
C -1.785 -1.210 0.627
C -0.710 0.748 -1.115
C -0.462 -0.826 0.804
C -0.024 0.235 0.047
C 1.455 0.653 0.187
N 2.093 3.036 0.928
O 1.815 -1.971 -0.198
O 2.122 0.395 -1.193
O 4.098 -0.695 0.120
P 2.587 -0.695 -0.010
H -3.420 -1.274 -0.651
H -2.747 0.427 -2.098
H -2.286 -1.818 1.335
H -0.279 1.594 -1.739
H 0.261 -1.144 1.552
H 0.139 0.972 2.437
*
```

Results of the natural (NBO) charge analysis, in e, for atoms 1 through 8: C 0.345; C -0.271; C -0.254; C -0.244; C -0.236; C -0.134; C 0.067; C -0.281



[7]
Below is the molecule C8H6NOP at a distorted geometry, with properties calculated with wB97M-V/def2-TZVPD.

HOMO = -8.62 eV
Energy = -21214.993 eV
LUMO energy = -0.916 eV
Structure (SMILES) = O=C=Nc1ccccc1C#[PH2]

```
! wB97M-V def2-TZVPD RIJCOSX def2/J DEFGRID3
* xyz 0 1
C -2.358 -0.843 0.441
C -2.429 -0.552 -0.912
C -1.252 -0.550 1.169
C -1.258 -0.180 -1.478
C -0.049 -0.010 0.667
C -0.114 0.110 -0.729
C 1.016 0.229 1.699
C 2.070 0.904 -1.503
N 0.957 0.459 -1.622
O 3.158 1.331 -1.550
P 2.604 0.781 1.479
H -3.202 -1.211 0.867
H -3.279 -0.701 -1.449
H -1.111 -0.687 2.271
H -1.312 -0.146 -2.599
H 2.908 0.479 2.761
H 3.651 0.586 0.488
*
```

Results of the natural (NBO) charge analysis, in e, for atoms 1 through 8: C -0.236; C -0.156; C -0.129; C -0.225; C -0.217; C 0.181; C -0.395; C 0.870



[8]
Below is a cluster of 2 separate species, C8H6O4S2 in total at a distorted geometry, with properties calculated with wB97M-V/def2-TZVPD.

HOMO (alpha / beta) = -0.50 / -0.62 eV
Energy = -38251.882 eV
LUMO energy (alpha / beta) = 5.450 / 5.547 eV

```
! wB97M-V def2-TZVPD RIJCOSX def2/J DEFGRID3
* xyz -2 1
C -1.216 -0.668 1.218
C -1.288 -1.220 -0.119
C -0.018 -0.103 1.619
C -0.227 -1.029 -0.961
C 0.974 0.146 0.649
C 0.833 -0.226 -0.689
C 3.253 0.529 -1.153
C 1.815 0.104 -1.651
O 3.567 1.411 -0.383
O -0.083 0.633 -4.294
O 4.029 -0.363 -1.574
O 1.061 2.596 -3.698
S -1.458 2.361 -2.443
S 0.167 1.565 -3.240
H -2.061 -0.962 1.834
H -2.120 -1.772 -0.391
H 0.281 0.200 2.652
H -0.358 -1.489 -1.878
H 1.845 0.571 1.177
H 1.761 -0.577 -2.471
*
```

Results of the natural (NBO) charge analysis, in e, for atoms 1 through 8: C -0.270; C -0.206; C -0.227; C -0.196; C -0.193; C -0.100; C 0.732; C -0.241



[9]
Below is the molecule C8H6S at a distorted geometry, with properties calculated with wB97M-V/def2-TZVPD.

HOMO = -8.32 eV
Energy = -19221.271 eV
LUMO energy = 0.448 eV
Structure (SMILES) = C#C[C@@H]1[C@@H]2C=C=CS[C@H]12

```
! wB97M-V def2-TZVPD RIJCOSX def2/J DEFGRID3
* xyz 0 1
C -1.145 0.157 -0.811
C -1.088 1.199 0.097
C 0.174 -1.418 1.161
C 0.189 -0.502 -1.365
C 0.981 -0.376 1.329
C 1.744 0.638 0.724
C -0.578 -1.188 -0.163
C -0.594 2.193 0.598
S 1.909 0.073 -0.912
H -2.087 0.076 -1.435
H -0.655 3.108 0.997
H 0.380 -2.383 1.632
H 0.146 -1.081 -2.238
H -1.040 -2.171 -0.448
H 1.664 1.675 0.832
*
```

Results of the natural (NBO) charge analysis, in e, for atoms 1 through 8: C -0.322; C 0.024; C -0.330; C -0.331; C 0.162; C -0.480; C -0.226; C -0.222



[10]
Below is the molecule C8H7BrFN at a distorted geometry, with properties calculated with wB97M-V/def2-TZVPD.

HOMO = -9.12 eV
Energy = -82656.190 eV
LUMO energy = 0.350 eV
Structure (SMILES) = FC1=NC=C[C@H](C#CCBr)C1

```
! wB97M-V def2-TZVPD RIJCOSX def2/J DEFGRID3
* xyz 0 1
C 0.348 -1.024 0.012
C 1.339 -1.431 0.501
C -1.938 -0.074 0.363
C -0.794 -0.383 -0.541
C -2.047 1.191 0.839
C -0.453 0.835 -1.382
C -0.489 2.066 -0.553
C 2.569 -1.885 1.078
N -1.261 2.206 0.440
F 0.318 3.044 -0.919
Br 4.006 -1.291 -0.183
H -2.217 -0.897 0.897
H -1.191 -1.062 -1.345
H -2.763 1.449 1.616
H 0.504 0.781 -1.871
H -1.256 1.010 -2.022
H 2.954 -1.495 1.974
H 2.369 -3.040 1.098
*
```

Results of the natural (NBO) charge analysis, in e, for atoms 1 through 8: C 0.021; C -0.029; C -0.227; C -0.327; C 0.009; C -0.489; C 0.702; C -0.465



[11]
Below is the molecule C8H7Cl2NO2 at a distorted geometry, with properties calculated with wB97M-V/def2-TZVPD.

HOMO (alpha / beta) = -8.81 / -8.81 eV
Energy = -39036.067 eV
LUMO energy (alpha / beta) = -0.790 / -0.789 eV

```
! wB97M-V def2-TZVPD RIJCOSX def2/J DEFGRID3
* xyz 0 1
C 0.637 -1.348 0.749
C -0.067 -1.049 -1.468
C -1.510 0.719 0.312
C 1.078 1.035 0.653
C -1.609 -0.788 0.528
C -0.117 1.189 -0.257
C 1.641 -0.311 0.266
C 0.424 0.285 -1.470
N -0.402 -1.392 -0.117
O 0.739 -1.815 1.846
O -0.120 -1.894 -2.336
Cl 3.251 -0.677 0.171
Cl 1.098 1.032 -2.826
H -2.305 1.071 -0.386
H -1.352 1.183 1.311
H 1.749 1.763 0.517
H 1.065 1.067 1.777
H -1.703 -1.079 1.544
H -2.444 -1.182 -0.027
H -0.054 2.192 -0.790
*
```

Results of the natural (NBO) charge analysis, in e, for atoms 1 through 8: C 0.640; C 0.577; C -0.441; C -0.481; C -0.214; C -0.227; C -0.012; C -0.141



[12]
Below is the molecule C8H7Cl3N2 at a distorted geometry, with properties calculated with wB97M-V/def2-TZVPD.

HOMO = -9.71 eV
Energy = -48955.108 eV
LUMO energy = 0.551 eV
Structure (SMILES) = N/C(=N\Cl)C(Cl)(Cl)c1ccccc1

```
! wB97M-V def2-TZVPD RIJCOSX def2/J DEFGRID3
* xyz 0 1
C 1.764 0.361 -1.320
C 0.685 -0.488 -1.382
C 1.752 1.387 -0.389
C -0.543 -0.106 -0.888
C 0.626 1.511 0.465
C -0.537 0.861 0.099
C -2.781 -0.108 0.891
C -1.847 1.122 0.822
N -3.841 -0.070 0.183
N -2.355 -1.215 1.613
Cl -1.531 1.694 2.484
Cl -2.697 2.415 0.026
Cl -4.843 -1.437 0.316
H 2.510 0.078 -1.956
H 0.865 -1.292 -2.047
H 2.686 1.952 -0.334
H -1.416 -0.545 -1.083
H 0.497 2.139 1.240
H -1.371 -1.312 1.710
H -2.823 -1.389 2.487
*
```

Results of the natural (NBO) charge analysis, in e, for atoms 1 through 8: C -0.205; C -0.181; C -0.190; C -0.201; C -0.188; C -0.078; C 0.371; C -0.092